# 1
DFT (wB97M-V/def2-TZVPD) results for C19H42BrF3GaN2S as an isolated structure in a non-equilibrium geometry.

```
69
Properties=species:S:1:pos:R:3:forces:R:3:mulliken_charge:R:1
C -9.852936 -0.956778 2.705394 -0.2 -0.4 -0.1 -1.01
C -8.988200 -1.417000 1.530586 -0.3 0.5 0.1 -0.46
S -7.643115 -0.275112 1.096223 0.1 -0.3 0.1 -0.21
C -6.150770 -1.168163 1.612851 0.6 0.0 -0.5 -0.76
Ga -4.806912 -1.510273 0.107223 0.0 -0.6 0.5 0.34
Br -3.737803 0.622107 -0.343032 0.1 0.0 -0.1 -0.57
C -3.378481 -2.737031 0.963506 -0.6 0.6 -0.4 -1.06
C -2.309474 -3.305329 0.017272 0.1 0.9 0.6 -0.21
C -1.175182 -3.842571 0.802972 0.5 0.7 0.6 0.31
F -0.035091 -4.259682 0.144684 -0.8 -1.5 -0.3 -0.34
C -1.196117 -4.073341 2.145160 -0.1 0.0 -0.4 0.19
F -1.254612 -3.145249 3.107159 -1.2 -0.7 -0.2 -0.21
F -1.125395 -5.300734 2.687044 1.5 0.5 0.2 -0.26
H -9.497957 -1.334403 3.659615 0.3 0.2 0.2 0.25
H -9.926994 0.123441 2.741854 0.0 0.2 0.0 0.29
H -10.858039 -1.364239 2.581639 -0.2 0.0 0.0 0.33
H -9.619662 -1.469943 0.648055 0.0 -0.1 -0.2 0.34
H -8.604183 -2.413853 1.713905 0.2 -0.1 -0.1 0.31
H -6.416289 -2.155101 1.986981 -0.2 -0.1 0.0 0.25
H -5.625896 -0.654804 2.414107 -0.2 0.2 0.2 0.41
H -5.469023 -2.185864 -1.176634 0.1 0.2 -0.1 -0.30
H -3.966149 -3.531475 1.425960 0.1 -0.3 0.0 0.46
H -2.959348 -2.152939 1.778560 0.2 0.1 0.0 0.37
H -2.758080 -4.160361 -0.492787 0.1 -0.2 -0.2 0.23
H -2.022336 -2.586554 -0.750137 0.2 0.1 0.0 0.32
C 0.682408 -0.976734 -0.623193 0.0 0.0 0.0 -0.94
C 1.358114 -0.401570 -1.856386 -0.2 -0.1 0.1 -0.46
N 2.779195 -0.700721 -1.920583 0.2 0.1 0.0 0.33
C 3.484141 0.073418 -2.921913 0.1 0.2 -0.1 -0.47
C 3.127077 -0.140106 -4.398949 0.1 0.0 -0.1 -1.19
C 3.129643 -2.106339 -1.836015 0.0 -0.3 0.2 -0.73
C 2.531888 -3.062598 -2.876353 0.1 -0.1 0.0 -1.04
H 1.194378 -0.655648 0.286528 0.1 0.0 0.0 0.05
H -0.347098 -0.630402 -0.566477 -0.1 0.1 0.0 0.44
H 0.654761 -2.064743 -0.642960 0.0 0.0 0.0 0.07
H 1.242856 0.686359 -1.830861 0.1 0.0 -0.1 0.50
H 0.817451 -0.748790 -2.750575 0.0 0.0 0.0 0.19
H 4.560275 -0.082578 -2.796932 0.0 -0.1 0.1 0.44
H 3.321437 1.130371 -2.685365 -0.1 0.0 0.0 0.10
H 3.523783 -1.079393 -4.783009 -0.1 0.0 0.0 0.26
H 3.565101 0.660705 -4.999845 0.0 0.0 0.0 0.44
H 2.050299 -0.121901 -4.567875 0.0 0.0 0.0 0.27
H 2.841061 -2.466656 -0.845512 -0.1 0.1 0.0 0.42
H 4.219996 -2.193133 -1.852395 0.0 0.1 -0.1 0.40
H 1.466077 -2.890535 -3.028369 0.0 0.0 0.0 0.24
H 2.648323 -4.093180 -2.534710 0.0 0.0 0.0 0.39
H 3.034682 -2.986749 -3.840454 -0.1 0.1 0.0 0.29
C 4.451599 1.392981 1.455632 0.0 0.0 0.1 -1.26
C 4.444365 2.903155 1.646547 -0.1 -0.2 0.1 -0.39
N 4.136921 3.626336 0.428292 0.1 0.2 -0.1 0.16
C 4.404598 5.048683 0.514661 0.1 0.1 0.0 -0.72
C 3.583868 5.882410 1.507145 0.0 0.1 -0.1 -0.98
C 2.893050 3.251298 -0.223116 -0.3 -0.3 -0.1 -0.22
C 1.591343 3.369147 0.580075 -0.1 0.1 -0.1 -1.17
H 5.122315 1.106212 0.644787 0.0 0.0 -0.1 0.30
H 4.799276 0.909127 2.369891 0.0 0.0 0.0 0.48
H 3.458781 0.999002 1.237411 0.0 0.0 0.0 0.14
H 5.442021 3.208060 1.976338 0.0 0.1 0.0 0.47
H 3.754874 3.153223 2.468842 0.0 0.0 0.0 0.25
H 4.299754 5.483107 -0.483603 -0.1 -0.1 0.0 0.35
H 5.463792 5.167941 0.768161 0.0 -0.1 0.1 0.43
H 2.564334 6.042306 1.160083 0.0 -0.1 0.0 0.22
H 4.040876 6.868351 1.621720 0.0 0.0 0.0 0.40
H 3.546182 5.424582 2.495898 0.0 0.0 0.0 0.28
H 2.987423 2.214008 -0.557396 0.1 0.0 0.1 -0.12
H 2.791437 3.826637 -1.147318 0.1 0.1 0.1 0.35
H 1.690007 2.965901 1.588647 0.0 0.0 0.0 0.24
H 0.800921 2.804439 0.082116 0.0 0.0 0.0 0.46
H 1.245721 4.399487 0.654003 0.0 0.0 0.1 0.31
```
Positions in Å, forces in eV/Å.

As for the total charge: -1. The energy is -6055.190536 hartree. For the gap between HOMO and LUMO, the calculation gives 6.98 eV.

---

# 2
DFT (wB97M-V/def2-TZVPD) results for a 4-piece molecular cluster, C19H42FN2O7PS3 overall.

```
75
Properties=species:S:1:pos:R:3:forces:R:3:mulliken_charge:R:1
C 2.725576 -0.259058 -0.770198 0.2 0.1 -0.2 -0.84
C 3.406220 -0.022721 -2.096543 0.0 -0.3 -0.2 0.57
O 3.674043 -0.944964 -2.851953 0.1 0.5 0.4 -0.65
N 3.708226 1.317626 -2.416367 -0.4 -0.6 -0.3 -0.36
C 2.448850 2.059525 -2.691692 0.2 -0.2 -0.2 -0.18
C 2.732689 3.476795 -3.157413 0.0 0.3 0.9 -0.62
C 1.496067 4.219850 -3.701379 0.1 -0.3 -0.6 -1.06
C 0.162221 3.517611 -3.436816 0.5 0.8 -0.1 -0.33
P -0.492851 3.505050 -1.730627 -0.8 -0.1 -0.5 0.69
F 0.722585 4.538886 -1.132804 0.1 0.0 0.1 -0.42
C -1.918264 2.375803 -2.213146 0.0 -0.2 0.4 -1.00
N -1.358200 1.155860 -2.802636 -0.2 0.1 0.1 -0.30
H 1.647084 -0.136636 -0.865827 -0.1 0.0 0.0 -0.01
H 2.933820 -1.278456 -0.462332 0.0 0.0 0.1 0.45
H 3.091336 0.449519 -0.032096 -0.1 0.0 0.1 0.36
H 4.216885 1.254356 -3.293845 0.1 0.1 0.0 0.36
H 1.838951 2.051002 -1.792257 0.1 0.1 0.1 0.12
H 1.882534 1.503807 -3.446380 0.0 0.0 -0.1 0.21
H 3.552526 3.462911 -3.874793 -0.1 0.0 -0.2 0.38
H 3.105455 4.028616 -2.292940 0.1 0.0 0.0 0.27
H 1.464911 5.253417 -3.369814 0.1 0.0 0.2 0.32
H 1.601188 4.269670 -4.788889 -0.1 0.0 -0.1 0.47
H -0.610128 4.033573 -4.013496 -0.2 0.0 0.1 0.65
H 0.211965 2.512572 -3.839738 -0.3 -0.1 0.2 -0.05
H -0.103959 2.573143 -0.770863 0.3 0.0 0.0 -0.16
H -1.413724 4.523030 -1.398226 0.2 0.1 0.1 -0.06
H -2.461839 2.119778 -1.300279 0.0 0.1 0.1 0.42
H -2.645544 2.896359 -2.844465 0.1 0.0 -0.3 0.48
H -1.631705 0.321095 -2.310240 -0.1 -0.1 0.1 0.21
H -1.594714 1.076356 -3.778196 0.1 -0.2 -0.1 0.15
O 0.098011 -0.922728 -7.520660 0.0 0.1 0.0 -0.71
S 0.078204 -0.948268 -6.080377 0.2 -0.3 0.1 0.97
O 0.211550 0.263211 -5.312982 -0.1 0.3 -0.1 -0.54
C -1.379239 -1.840696 -5.544577 -0.1 -0.2 0.0 -0.59
C -0.920189 -3.293137 -5.466287 0.1 0.0 0.0 -0.64
C 0.467083 -3.258826 -4.808444 -0.1 0.0 0.0 -0.62
C 1.276729 -2.155045 -5.500088 0.1 -0.2 0.2 -0.40
H -2.184386 -1.667786 -6.254719 0.0 0.1 0.0 0.46
H -1.655015 -1.457689 -4.561900 0.0 0.0 0.0 0.20
H -1.623140 -3.901748 -4.899402 0.0 0.0 0.0 0.35
H -0.845413 -3.713326 -6.471363 0.0 0.0 0.0 0.30
H 0.361990 -3.027299 -3.746817 0.0 0.0 0.0 0.26
H 0.973969 -4.219186 -4.885033 0.0 0.0 0.0 0.36
H 1.970486 -1.658237 -4.825031 0.0 0.1 0.0 0.13
H 1.810678 -2.526952 -6.372040 -0.1 0.1 -0.1 0.38
O 0.446548 -0.276082 2.160151 0.1 0.0 -0.1 -0.71
S -0.787628 0.322348 1.715209 -0.1 0.0 0.0 1.04
O -0.951266 0.724011 0.336019 0.1 -0.2 0.0 -0.47
C -2.147865 -0.725024 2.209339 -0.2 -0.1 0.2 -0.82
C -2.513681 -0.223996 3.603556 0.0 0.3 -0.2 -0.29
C -2.485580 1.308738 3.516104 0.0 -0.1 -0.1 -0.76
C -1.189069 1.700851 2.794999 -0.2 0.2 0.2 -0.70
H -1.824350 -1.763133 2.186320 0.1 0.0 -0.1 0.42
H -2.958792 -0.569374 1.497567 0.0 0.0 0.0 0.35
H -3.486425 -0.595753 3.916690 0.0 0.0 0.0 0.38
H -1.780401 -0.567420 4.323828 0.0 -0.1 0.1 0.15
H -3.347281 1.662343 2.945711 0.0 0.0 0.0 0.31
H -2.535663 1.768196 4.501841 0.0 0.0 0.0 0.36
H -1.296352 2.597396 2.189265 0.1 0.0 -0.1 0.38
H -0.358589 1.821279 3.487457 0.1 -0.1 0.0 0.39
O -2.086372 -1.796274 6.184311 -0.1 -0.1 0.1 -0.58
S -1.568867 -2.861732 7.012384 0.1 -0.1 0.0 1.07
O -2.311620 -4.081401 7.188562 -0.1 0.1 -0.1 -0.69
C 0.097567 -3.234291 6.477518 0.3 0.1 0.0 -0.68
C 0.974280 -2.295011 7.299526 -0.1 0.0 0.1 -0.54
C 0.404806 -2.328989 8.724911 0.0 0.0 -0.1 -0.61
C -1.118357 -2.179709 8.613604 0.2 0.1 0.2 -0.65
H 0.172454 -3.079537 5.403428 -0.1 0.0 0.0 0.39
H 0.290641 -4.278361 6.721131 0.0 0.0 0.0 0.33
H 2.018213 -2.601658 7.271919 0.0 0.0 0.0 0.35
H 0.911504 -1.281532 6.897716 0.0 0.0 0.0 0.27
H 0.648368 -3.284648 9.192422 0.0 0.0 0.0 0.30
H 0.828637 -1.542995 9.347495 0.0 0.0 0.0 0.33
H -1.652134 -2.728802 9.384499 -0.1 0.0 -0.1 0.33
H -1.426251 -1.136106 8.622486 0.0 0.0 -0.1 0.36
```
Positions in Å, forces in eV/Å.

Its SMILES is CC(=O)NCCCC[PH2](F)CN.O=S1(=O)CCCC1.O=S1(=O)CCCC1.O=S1(=O)CCCC1. The energy is -3021.090501 hartree. For the gap between HOMO and LUMO, the calculation gives 8.61 eV.

---

# 3
DFT (wB97M-V/def2-TZVPD) results for C19H42LuNO3P3 as an isolated structure in a non-equilibrium geometry.

```
69
Properties=species:S:1:pos:R:3:forces:R:3:mulliken_charge:R:1
Lu 0.273653 0.050499 0.222205 2.5 1.5 0.1 1.29
P 0.277835 1.697167 -1.940246 0.1 0.7 -0.7 0.53
P -1.494986 1.803667 1.379755 -0.6 1.1 0.7 0.82
P 0.819397 -1.976260 -1.622456 0.7 -1.0 -1.0 0.77
H -2.689578 -0.611124 0.349716 0.6 0.4 0.1 0.30
C -1.826809 -1.275068 0.232016 -1.0 -2.3 2.0 -0.63
C -1.070012 -1.677675 1.310302 -3.2 -1.5 -0.5 -0.47
H -1.352951 -1.385023 2.330431 0.5 0.7 -0.4 0.29
C -1.137396 1.764218 -3.078642 -0.2 -0.3 0.1 -1.03
C 0.502715 3.432915 -1.453766 0.1 0.0 0.3 -1.18
C 1.707254 1.483189 -3.043539 0.2 -0.2 0.1 -1.20
C -2.365102 1.165131 2.850275 0.1 -0.4 0.0 -1.35
C -0.666788 3.275981 2.076141 0.5 0.1 0.0 -1.26
C -2.845871 2.482737 0.369012 -0.1 -0.2 -0.4 -1.23
C 0.586081 -3.684495 -1.013421 -0.2 0.2 0.5 -1.39
C 2.592246 -2.012446 -2.085092 0.2 0.3 0.2 -1.26
C -0.069250 -2.014005 -3.221578 -0.3 0.3 0.1 -1.52
H -1.907045 -1.889982 -0.670782 0.6 0.4 0.0 0.32
H -0.573873 -2.657866 1.307480 0.5 0.6 -0.5 0.30
H -0.940040 2.520078 -3.849461 -0.1 -0.2 0.1 0.44
H -2.047062 2.018516 -2.523575 0.1 0.1 -0.2 0.31
H -1.292430 0.785107 -3.544709 0.0 0.2 -0.1 0.24
H 0.683498 4.012169 -2.366447 0.0 0.0 0.3 0.53
H 1.359565 3.513117 -0.774038 -0.1 0.1 -0.3 0.30
H -0.379055 3.816198 -0.934668 0.1 0.1 -0.2 0.34
H 1.724566 2.327381 -3.742882 0.1 -0.2 0.1 0.54
H 1.647929 0.537482 -3.589317 0.0 0.2 -0.1 0.33
H 2.628688 1.479441 -2.448783 -0.1 0.1 -0.2 0.35
H -2.988989 1.939118 3.311716 0.1 -0.1 -0.1 0.45
H -1.638585 0.800423 3.584576 -0.1 0.2 0.0 0.35
H -2.988869 0.310720 2.575552 -0.2 0.1 0.1 0.40
H -1.384746 4.079870 2.290647 0.1 -0.3 0.0 0.46
H 0.105976 3.659141 1.401743 -0.2 0.0 0.0 0.27
H -0.151273 2.996654 3.004064 -0.2 0.1 -0.1 0.38
H -3.560568 3.056162 0.968248 0.2 -0.1 0.0 0.50
H -3.381412 1.659297 -0.110938 -0.1 0.1 0.0 0.34
H -2.452514 3.113355 -0.431138 0.0 0.0 0.1 0.33
H 0.902966 -4.421566 -1.761058 -0.1 0.2 0.1 0.45
H -0.463984 -3.850011 -0.755750 0.1 -0.1 -0.2 0.37
H 1.166682 -3.823928 -0.094541 0.0 -0.1 -0.2 0.41
H 2.814350 -2.809626 -2.809546 -0.2 0.2 0.2 0.42
H 3.185289 -2.178815 -1.174828 -0.1 -0.1 -0.2 0.43
H 2.901972 -1.045408 -2.497794 0.0 -0.3 0.0 0.28
H 0.154674 -2.911460 -3.810802 0.1 0.1 0.3 0.57
H 0.160799 -1.131304 -3.823789 0.1 -0.1 0.0 0.53
H -1.148677 -1.993237 -3.041503 0.0 -0.1 -0.1 0.38
C -2.850686 -1.156770 -6.898969 -0.8 -0.5 0.2 0.57
C -4.073333 -1.079331 -7.609550 0.8 -0.1 0.7 -0.60
C -5.072624 -2.004533 -7.322335 0.1 -0.3 0.2 -0.49
C -4.863277 -3.012511 -6.366968 0.2 0.1 0.1 -0.60
C -3.632554 -3.105079 -5.701441 -0.2 0.2 -0.3 -0.26
C -2.614568 -2.194809 -5.984126 -0.5 0.4 -0.2 -0.26
O -1.867156 -0.217138 -6.998223 -0.1 0.8 -0.9 -0.50
H -2.121308 0.436685 -7.687071 0.3 -0.6 0.6 0.30
H -4.220012 -0.292674 -8.350182 0.0 -0.2 0.2 0.30
H -6.030659 -1.941548 -7.846561 0.4 -0.1 0.2 0.37
H -5.656151 -3.727227 -6.145419 0.2 0.2 -0.1 0.37
H -3.457612 -3.886280 -4.959773 -0.1 0.1 -0.3 0.37
H -1.641886 -2.255917 -5.501031 -0.1 0.0 -0.1 0.42
N 3.029453 0.282885 3.944671 -0.3 -0.2 0.2 -0.21
C 3.637108 0.870822 2.737567 0.9 0.1 -0.6 -0.71
C 2.524699 0.816389 1.715694 -1.9 1.3 -1.4 0.81
O 2.323300 1.644916 0.774343 0.4 -2.4 1.7 -0.58
O 1.643826 -0.118971 1.993983 0.3 0.4 -1.2 -0.88
H 2.317492 0.921887 4.291543 -0.2 -0.1 0.3 0.31
H 3.671141 0.099157 4.701756 0.6 -0.1 0.3 0.36
H 2.566425 -0.583550 3.608646 0.0 0.3 0.6 0.34
H 3.994798 1.889783 2.922127 0.0 -0.3 -0.1 0.39
H 4.465469 0.203085 2.439280 -0.2 0.5 0.0 0.33
```
Positions in Å, forces in eV/Å.

As for the total charge: +3. The energy is -3288.356840 hartree. For the gap between HOMO and LUMO, the calculation gives 2.97 eV.

---

- Among the records above, which one has the lowest gap between HOMO and LUMO?
  C19H42LuNO3P3

---

- Among the records above, which one has the lowest energy?
  C19H42BrF3GaN2S

---

- Among the records above, which one has the lowest gap between HOMO and LUMO?
  C19H42LuNO3P3

---

- Look up the energy of the first one.
  -6055.190536 hartree